Record 1
Below is a single C27H26N2O4 molecule, with properties calculated with wB97M-V/def2-TZVPD.

XYZ file:
```
59
Properties=species:S:1:pos:R:3:forces:R:3:mulliken_charge:R:1
C -2.139908 -3.821514 1.790138 -0.11 -0.21 0.01 -0.84
O -1.562251 -2.540320 1.859879 0.11 0.31 -0.03 -0.42
C -2.354342 -1.460122 1.642648 -0.07 0.16 0.03 0.22
C -3.733331 -1.500102 1.472563 0.14 -0.32 0.07 -0.53
C -4.429547 -0.323512 1.252971 0.02 0.20 0.07 -0.90
C -3.772281 0.887865 1.182069 -0.06 0.00 0.06 -0.49
C -2.390628 0.936282 1.337158 0.01 -0.20 0.31 0.94
C -1.661938 2.249747 1.191869 0.14 -0.26 0.15 -1.37
N -1.969458 2.912602 -0.064898 -0.05 0.21 0.14 0.09
C -2.567021 4.226815 -0.001850 -0.04 0.22 -0.22 -1.20
C -1.759155 2.342949 -1.276453 0.05 0.14 0.06 0.38
O -2.059548 2.889007 -2.322261 -0.03 -0.14 -0.26 -0.68
C -1.091380 1.000533 -1.251822 0.46 -0.23 -0.32 0.12
C 0.256800 0.909414 -1.030392 -0.42 0.06 -0.06 -0.55
C 0.886949 -0.360322 -1.035376 -0.54 -0.15 -0.06 0.53
C 2.326015 -0.510155 -0.799620 0.61 -0.13 0.05 -0.01
C 2.973493 -1.659337 -1.244808 -0.10 0.20 0.05 -0.87
C 4.326417 -1.808643 -1.046846 0.18 0.23 0.16 -0.65
C 5.089507 -0.839239 -0.395977 -0.14 -0.08 -0.07 0.51
O 6.408460 -1.153460 -0.291838 -0.36 -0.12 -0.05 -0.48
C 7.349046 -0.250531 0.243698 0.43 0.23 0.17 -0.71
C 4.439317 0.315761 0.080267 0.24 0.06 0.06 1.18
O 5.189599 1.256789 0.748701 0.00 -0.45 -0.20 -0.49
C 4.565026 2.432966 1.193222 -0.08 0.17 0.07 -0.92
C 3.076591 0.457500 -0.134021 -0.10 -0.03 -0.06 -0.43
N 0.212778 -1.465173 -1.260221 0.60 -0.03 0.17 -0.56
C -1.104781 -1.404138 -1.506342 -0.62 0.46 -0.13 -0.42
C -1.798266 -2.609264 -1.746618 -0.18 -0.06 -0.04 -0.28
C -3.139890 -2.592293 -2.005845 0.17 -0.16 0.00 -0.52
C -3.844867 -1.379361 -2.047681 -0.06 0.29 -0.04 -0.80
C -3.203563 -0.194603 -1.812370 -0.18 -0.11 -0.14 -0.45
C -1.826055 -0.179057 -1.529772 0.33 -0.27 -0.06 0.48
C -1.695487 -0.231664 1.584575 -0.08 -0.03 0.17 0.00
H -2.866917 -3.979926 2.593892 0.02 0.01 -0.04 0.36
H -1.314799 -4.521675 1.908546 -0.09 0.00 -0.01 0.26
H -2.621719 -3.987315 0.821721 0.00 0.01 0.04 0.30
H -4.271826 -2.433439 1.505201 -0.01 -0.12 0.00 0.42
H -5.501362 -0.361145 1.127181 -0.10 -0.01 -0.02 0.42
H -4.326845 1.794040 0.992150 -0.08 0.13 -0.05 0.33
H -0.583070 2.082227 1.281564 -0.12 0.05 0.11 0.34
H -1.965364 2.927869 1.994137 0.07 -0.03 -0.10 0.62
H -2.746263 4.558451 -1.023420 -0.01 0.05 0.14 0.41
H -1.892792 4.929695 0.493110 -0.04 0.01 0.02 0.35
H -3.514693 4.199083 0.539965 0.00 0.00 0.03 0.34
H 0.838176 1.806056 -0.876008 0.05 0.08 0.03 0.74
H 2.398017 -2.417412 -1.749292 -0.02 -0.09 -0.05 0.49
H 4.845842 -2.687540 -1.394700 0.07 -0.09 -0.05 0.42
H 7.162410 -0.049661 1.300579 0.04 -0.01 -0.11 0.24
H 7.362895 0.692888 -0.305874 0.01 -0.07 0.05 0.28
H 8.312633 -0.748295 0.133189 -0.06 0.05 0.01 0.29
H 5.355754 3.022307 1.656046 -0.10 0.01 -0.01 0.24
H 4.132396 3.001539 0.363151 -0.01 -0.03 0.03 0.36
H 3.790220 2.224971 1.938975 0.01 0.01 -0.05 0.33
H 2.579195 1.332764 0.250051 -0.01 0.11 0.05 0.30
H -1.233625 -3.528445 -1.719692 0.07 -0.09 0.01 0.53
H -3.670240 -3.516202 -2.190029 0.00 -0.08 -0.02 0.43
H -4.902075 -1.389125 -2.268183 -0.09 0.03 -0.01 0.43
H -3.739027 0.741985 -1.854787 -0.08 0.07 -0.01 0.50
H -0.623230 -0.229097 1.707753 0.19 0.02 -0.05 0.42
```
Forces are in eV/Å.

Values from the calculation:
- SMILES string: COc1cccc(CN(C)C(=O)c2cc(-c3ccc(OC)c(OC)c3)nc3ccccc23)c1
- Highest occupied orbital energy: -7.722 eV
- Largest force on an atom: 0.78 eV/A
- HOMO-LUMO gap: 7.8 eV
- Energy above the lowest of the compared OMol25 structures with the same formula, charge and spin: 2.661 eV
- Electronic energy: -1454.9353 Eh

=====

Record 2
Below is a single C27H26N4O6 molecule in a non-equilibrium geometry, with properties calculated with wB97M-V/def2-TZVPD.

XYZ file:
```
63
Properties=species:S:1:pos:R:3:forces:R:3:mulliken_charge:R:1
C -8.382244 -1.737908 -1.058863 0.33 0.16 -0.21 -1.04
C -7.361441 -1.535793 -2.175324 -0.29 -0.29 0.06 -0.43
O -6.632283 -0.333859 -2.036113 0.10 0.23 0.00 -0.46
C -5.643253 -0.244367 -1.103008 0.18 0.10 0.12 0.65
C -5.162838 -1.287852 -0.319835 -0.30 0.08 -0.34 -0.21
C -4.135630 -1.075292 0.583658 0.19 0.06 0.17 -0.84
C -3.569796 0.184658 0.723440 -0.26 -0.31 -0.21 0.31
N -2.541916 0.470337 1.630897 -0.09 0.50 -0.10 0.01
C -1.849357 -0.379755 2.416548 0.46 0.34 0.43 0.83
O -1.999782 -1.580533 2.496686 -0.08 -0.30 0.00 -0.66
C -0.769792 0.360010 3.233577 -0.31 -0.02 -0.04 -1.16
N 0.310159 0.811683 2.387171 0.12 -0.15 0.08 -0.05
C 0.236174 1.923893 1.632619 -0.01 -0.53 0.43 0.46
O -0.730644 2.675237 1.650650 -0.03 0.30 -0.07 -0.79
C 1.440815 2.126407 0.776863 0.62 -0.36 -0.48 0.34
N 2.167444 1.062832 0.625733 -0.83 0.50 0.52 -0.81
N 3.255415 1.043111 -0.128192 0.12 0.45 -0.13 0.31
C 3.868081 -0.234867 -0.209831 0.54 -0.69 -0.06 -0.58
C 5.235935 -0.390455 -0.318431 -0.27 0.25 0.05 -1.06
C 5.774239 -1.668958 -0.371541 -0.06 -0.37 0.03 -0.50
C 4.968167 -2.792185 -0.304187 -0.12 -0.03 0.01 0.97
O 5.404213 -4.076724 -0.346892 -0.35 0.13 0.03 -0.42
C 6.782757 -4.311821 -0.496694 0.22 -0.02 -0.01 -0.95
C 3.566330 -2.628830 -0.179745 0.21 -0.06 -0.01 0.82
O 2.843380 -3.774537 -0.113176 0.38 0.07 -0.04 -0.45
C 1.443383 -3.680372 0.004730 -0.23 0.02 0.01 -0.89
C 3.036160 -1.355093 -0.138885 -0.03 -0.10 -0.09 -0.07
C 3.729086 2.145944 -0.844051 0.10 -0.01 -0.19 0.58
O 4.708658 2.070881 -1.557567 -0.07 0.10 0.05 -0.68
C 2.933995 3.362853 -0.664128 -0.42 0.26 0.21 -0.18
C 3.337748 4.529636 -1.316174 0.06 -0.09 0.00 -0.56
C 2.608907 5.688090 -1.172266 0.05 -0.06 -0.03 -0.56
C 1.464326 5.698300 -0.376410 0.01 -0.04 0.02 -0.59
C 1.048160 4.558449 0.273166 -0.11 0.04 0.08 -0.66
C 1.775566 3.370199 0.137021 0.41 0.18 -0.35 0.96
C -4.046910 1.232547 -0.063843 0.00 -0.17 0.05 -0.52
C -5.066776 1.020726 -0.962743 -0.15 -0.19 -0.05 -0.69
H -8.950824 -2.645617 -1.241623 -0.08 -0.11 0.01 0.35
H -7.890216 -1.816631 -0.092562 -0.02 -0.04 0.09 0.34
H -9.065131 -0.892619 -1.027915 -0.08 0.05 0.01 0.30
H -6.683762 -2.395742 -2.245174 -0.03 0.10 -0.05 0.33
H -7.877533 -1.428127 -3.133720 0.11 -0.09 0.11 0.31
H -5.573386 -2.281920 -0.398638 -0.08 -0.07 -0.03 0.35
H -3.772701 -1.892785 1.183910 0.02 -0.01 0.02 0.52
H -2.239651 1.443860 1.639052 0.04 -0.26 0.14 0.06
H -0.371600 -0.319317 3.987433 -0.10 0.06 -0.11 0.42
H -1.217982 1.232684 3.718095 0.08 -0.10 0.02 0.35
H 1.092219 0.197100 2.212328 -0.04 0.08 0.03 0.28
H 5.886823 0.464695 -0.370039 0.02 0.04 -0.02 0.42
H 6.843222 -1.770238 -0.461870 0.10 -0.07 -0.01 0.37
H 6.893332 -5.394578 -0.524002 0.04 0.08 0.00 0.23
H 7.165120 -3.885086 -1.429573 -0.01 0.00 0.04 0.37
H 7.354197 -3.911414 0.347209 -0.02 0.00 -0.04 0.37
H 1.083571 -4.707173 0.034075 -0.02 0.09 0.01 0.24
H 1.145988 -3.169298 0.925873 0.02 0.00 -0.03 0.36
H 0.999752 -3.167169 -0.854323 0.02 0.00 0.03 0.36
H 1.973039 -1.199210 -0.057689 -0.07 -0.10 0.00 0.54
H 4.227928 4.489136 -1.925256 0.06 0.01 -0.04 0.48
H 2.922237 6.590688 -1.674972 0.04 0.06 -0.05 0.41
H 0.898007 6.611449 -0.268361 -0.06 0.06 0.02 0.43
H 0.160382 4.561447 0.884030 -0.03 0.02 0.01 0.57
H -3.608484 2.215052 0.035836 0.04 0.13 0.00 0.41
H -5.440987 1.824195 -1.576976 -0.04 0.10 -0.07 0.41
```
Forces are in eV/Å.

Values from the calculation:
- SMILES string: CCOc1ccc(NC(=O)CNC(=O)c2nn(-c3ccc(OC)c(OC)c3)c(=O)c3ccccc23)cc1
- Highest occupied orbital energy: -7.827 eV
- Largest force on an atom: 1.10 eV/A
- HOMO-LUMO gap: 7.5 eV
- Energy above the lowest of the compared OMol25 structures with the same formula, charge and spin: 0.052 eV
- Electronic energy: -1714.9673 Eh

=====

Record 3
Below is 2 unconnected molecules or ions with the total composition C27H26O2P in a non-equilibrium geometry, with properties calculated with wB97M-V/def2-TZVPD.

XYZ file:
```
56
Properties=species:S:1:pos:R:3:forces:R:3:mulliken_charge:R:1
C -2.756854 4.146845 -1.290033 0.17 0.55 -0.65 -0.80
O -3.162292 3.253751 -0.281346 1.98 -1.36 2.60 -0.41
C -2.151130 2.882078 0.618518 -1.38 0.41 -1.15 0.97
C -2.490132 1.990179 1.650216 -0.37 -0.13 0.04 -0.69
C -1.566681 1.575766 2.573897 0.04 0.16 -0.14 -0.42
C -0.230694 2.043798 2.509074 0.47 0.37 -0.15 0.59
C 0.760834 1.673219 3.418050 2.01 1.07 -0.99 -0.19
O 2.034321 2.151120 3.320200 -4.00 -0.91 -0.41 -0.29
C 2.884619 1.649340 4.323894 1.11 -0.52 1.11 -0.64
C 0.103305 2.938849 1.471559 -0.15 0.06 -0.13 -0.87
C -0.827212 3.344132 0.553723 0.05 0.34 -0.42 -0.38
H -3.614230 4.366307 -1.925654 -0.01 -0.18 0.23 0.24
H -2.404401 5.076018 -0.842030 0.05 0.08 -0.13 0.36
H -1.976572 3.688193 -1.897478 0.04 0.12 -0.11 0.35
H -3.509009 1.647823 1.696704 -0.18 -0.13 0.05 0.48
H -1.855459 0.899541 3.357657 -0.13 -0.23 0.17 0.40
H 0.528331 0.994261 4.224097 0.20 -0.17 0.28 0.44
H 3.885261 2.056474 4.172598 -0.27 0.02 -0.12 0.28
H 2.519131 1.951126 5.305209 0.07 0.03 0.01 0.37
H 2.925671 0.562125 4.264279 0.05 -0.02 -0.01 0.26
H 1.114493 3.303713 1.423671 0.14 0.12 -0.15 0.50
H -0.536472 4.031579 -0.220691 0.11 0.08 -0.07 0.44
C 3.965522 -4.736113 3.659849 0.17 -0.19 0.11 -0.49
C 4.324530 -3.422778 3.426453 0.16 0.26 -0.01 -0.79
C 3.401007 -2.536342 2.897758 0.52 -0.12 0.36 -0.03
C 2.128106 -2.970359 2.600860 -0.31 0.35 0.23 -0.18
P 1.010126 -1.777385 1.842182 0.02 0.34 0.17 0.47
C 1.526418 -1.974047 0.125449 0.17 0.32 0.36 -0.24
C 0.907464 -1.180666 -0.814713 0.04 0.24 -0.59 -0.07
C 1.211074 -1.340836 -2.156484 -0.20 0.23 0.01 -0.64
C 2.137778 -2.287736 -2.547679 0.07 -0.06 -0.27 -0.53
C 2.771048 -3.066712 -1.601177 0.15 -0.04 -0.03 -0.79
C 2.462594 -2.906734 -0.264920 0.35 -0.26 -0.16 0.16
C -0.482669 -2.787815 1.797143 0.07 0.51 -0.08 0.01
C -1.257887 -2.817179 2.935003 -0.57 -0.13 0.22 -0.07
C -2.376291 -3.632643 2.984555 -0.02 0.12 0.29 -0.73
C -2.714280 -4.409318 1.893425 -0.22 -0.17 0.01 -0.50
C -1.945113 -4.364288 0.748842 -0.04 -0.02 -0.15 -0.76
C -0.829412 -3.551983 0.704371 -0.20 -0.24 -0.38 0.02
C 1.767369 -4.276885 2.847165 -0.09 -0.42 0.16 0.12
C 2.684193 -5.162943 3.377157 -0.07 -0.11 0.08 -0.82
H 4.680428 -5.427988 4.074866 0.13 -0.07 0.07 0.41
H 5.318159 -3.086395 3.673672 0.18 0.05 -0.01 0.42
H 3.671048 -1.507173 2.716028 0.13 0.19 -0.06 0.41
H 0.188851 -0.439827 -0.499083 -0.18 0.16 0.00 0.47
H 0.737823 -0.716729 -2.896546 -0.12 0.08 -0.13 0.41
H 2.375482 -2.416088 -3.591328 0.02 0.03 -0.16 0.40
H 3.519491 -3.784283 -1.896341 0.06 -0.14 -0.07 0.44
H 2.962903 -3.510410 0.471459 0.09 -0.16 0.04 0.27
H -0.986926 -2.206745 3.782870 0.02 0.08 0.22 0.42
H -2.992967 -3.652938 3.868138 -0.07 -0.03 0.17 0.43
H -3.582988 -5.046678 1.929154 -0.14 -0.06 0.04 0.41
H -2.219720 -4.945311 -0.116543 -0.02 -0.14 -0.10 0.44
H -0.233487 -3.515167 -0.190325 0.06 -0.08 -0.16 0.25
H 0.765866 -4.608168 2.637417 -0.13 -0.15 -0.05 0.28
H 2.388103 -6.177551 3.588551 -0.01 -0.17 -0.02 0.44
```
Forces are in eV/Å.

Values from the calculation:
- Highest occupied orbital energy: -10.661 eV
- Charge: +1
- Largest force on an atom: 4.12 eV/A
- HOMO-LUMO gap: 5.5 eV
- Electronic energy: -1536.0081 Eh

=====

Record 4
Below is 2 unconnected molecules or ions with the total composition C27H26O5 in a non-equilibrium geometry, with properties calculated with wB97M-V/def2-TZVPD.

XYZ file:
```
58
Properties=species:S:1:pos:R:3:forces:R:3:mulliken_charge:R:1
C 6.348701 -0.550813 -2.902015 -0.13 0.22 0.21 -0.82
O 5.702168 0.475835 -2.117710 -0.89 -0.44 -0.06 -0.43
C 4.368813 0.307934 -1.908717 0.15 -0.15 -0.22 0.98
C 3.675956 1.317214 -1.188230 0.18 -0.33 -0.20 -0.98
C 2.312071 1.218805 -1.008429 0.10 0.03 -0.24 -0.34
C 1.585028 0.117473 -1.536545 -0.08 -0.08 0.16 0.73
C 0.149278 0.062689 -1.541942 0.42 -0.07 -0.34 -0.25
C -0.618697 -1.163486 -1.649892 -1.14 -0.07 -0.39 0.09
C -1.943981 -0.828352 -2.097234 0.71 -1.40 0.31 0.18
C -2.857872 -1.832944 -2.385454 0.28 0.78 0.13 -0.23
C -2.490948 -3.166702 -2.155204 0.64 -0.12 0.25 -0.68
C -1.218850 -3.490054 -1.649157 -0.33 0.03 -0.19 -1.10
C -0.270321 -2.491586 -1.405195 -0.05 0.31 0.04 0.30
C -2.029249 0.627345 -2.184253 0.63 1.47 0.10 -0.24
C -0.752162 1.175408 -1.781388 -1.27 -0.13 -0.13 1.07
C -0.554152 2.555864 -1.784635 -0.11 -0.32 -0.04 -0.19
C -1.610012 3.383998 -2.186297 -0.35 -0.13 -0.14 -0.96
C -2.836639 2.845052 -2.614820 0.68 0.20 0.30 -0.69
C -3.048776 1.458289 -2.621498 0.44 -0.67 0.24 -0.38
C 2.307338 -0.904673 -2.203165 -0.15 0.03 0.15 -0.83
C 3.666942 -0.816163 -2.404411 0.28 0.31 0.15 -0.67
H 7.389257 -0.248122 -2.982516 -0.08 -0.01 0.02 0.25
H 6.274073 -1.523062 -2.400068 0.10 0.21 -0.06 0.34
H 5.894727 -0.618231 -3.898252 0.13 0.08 0.17 0.36
H 4.244361 2.164984 -0.807946 -0.16 -0.25 -0.03 0.44
H 1.778176 1.982590 -0.443121 0.25 -0.27 -0.04 0.58
H -3.838158 -1.555711 -2.773777 0.17 -0.28 0.15 0.43
H -3.204360 -3.966282 -2.359692 0.21 0.23 0.08 0.42
H -0.957997 -4.530079 -1.448714 -0.15 0.31 -0.07 0.39
H 0.719818 -2.721548 -1.010071 -0.37 -0.12 -0.02 0.69
H 0.404719 2.964470 -1.473414 -0.40 0.12 -0.17 0.26
H -1.468475 4.464468 -2.172986 -0.09 -0.31 -0.01 0.40
H -3.633518 3.512266 -2.942985 0.24 -0.15 0.10 0.40
H -3.984698 1.010985 -2.955773 0.15 0.31 0.07 0.43
H 1.782202 -1.759149 -2.624348 0.06 0.32 0.05 0.55
H 4.178032 -1.604390 -2.959271 -0.26 0.34 0.24 0.40
H -0.882677 -0.597396 4.357797 -0.04 0.04 -0.05 0.31
C -1.070551 -0.008591 3.472193 -0.09 0.37 -0.66 -0.48
C -0.560019 1.322417 3.405705 -0.73 -1.43 -0.30 0.46
O -0.669710 2.149805 2.507937 0.24 0.20 -0.07 -0.72
O 0.133650 1.620826 4.558681 0.46 1.04 0.09 -0.30
C 0.667494 2.946736 4.503338 -0.05 -0.12 0.16 -0.05
C 1.311893 3.299751 5.817092 0.11 -0.02 0.28 -1.26
C -1.856934 -0.567935 2.427814 0.97 1.03 1.10 0.44
O -2.194890 -0.082256 1.350547 -0.03 -0.17 -0.43 -0.70
O -2.257048 -1.841335 2.775486 -0.77 -0.80 -0.87 -0.35
C -3.067963 -2.422100 1.747698 0.09 0.09 0.25 0.67
C -3.479803 -3.814812 2.140914 -0.05 -0.23 0.18 -1.45
H 1.410281 3.000486 3.697652 -0.20 0.11 0.00 0.21
H -0.142932 3.651713 4.289440 0.20 -0.08 -0.15 0.28
H 1.709121 4.313098 5.747580 0.04 0.07 0.01 0.38
H 0.590808 3.288342 6.638511 0.06 -0.11 -0.06 0.31
H 2.145289 2.635804 6.060181 -0.12 -0.04 0.01 0.30
H -3.955903 -1.796770 1.592165 0.18 -0.06 -0.11 0.26
H -2.498754 -2.449447 0.812018 -0.13 0.10 0.01 -0.29
H -4.090130 -4.239555 1.341998 -0.05 -0.05 -0.04 0.39
H -2.617700 -4.472483 2.283730 -0.05 0.09 0.09 0.31
H -4.086329 -3.810624 3.050648 0.15 -0.03 -0.02 0.37
```
Forces are in eV/Å.

Values from the calculation:
- Highest occupied orbital energy: -5.433 eV
- Largest force on an atom: 1.79 eV/A
- HOMO-LUMO gap: 2.2 eV
- Energy above the lowest of the compared OMol25 structures with the same formula, charge and spin: 3.824 eV
- Electronic energy: -1420.5613 Eh